Below is a molecular structure, C9H27O9Pt2, with properties calculated with ωB97M-V/def2-TZVPD.

XYZ file:
```
47
C9H27O9Pt2 | the Open Molecules 2025 dataset | ωB97M-V/def2-TZVPD
Pt -0.980 -1.309 -1.680
Pt 1.232 1.011 -2.069
C -0.201 0.830 0.538
O -0.231 0.722 -0.859
H 0.115 -0.113 1.040
H 0.504 1.586 0.934
H -1.162 1.222 0.872
C 1.264 -2.333 -3.124
O 0.386 -1.134 -2.789
H 0.890 -3.233 -2.639
H 1.239 -2.501 -4.188
H 2.275 -2.111 -2.790
C 2.521 0.813 -4.675
O 2.743 1.318 -3.353
H 1.648 1.246 -5.155
H 3.461 0.979 -5.245
H 2.389 -0.309 -4.614
C -3.274 -4.282 -0.859
C -2.712 -3.299 0.186
O -2.391 -1.962 -0.266
O -2.158 -4.794 -1.654
H -4.075 -3.698 -1.405
H -3.748 -5.086 -0.308
H -1.736 -3.696 0.387
H -3.244 -3.284 1.089
H -2.821 -1.295 0.333
H -2.545 -4.831 -2.558
C 4.079 1.033 0.148
C 4.009 0.045 1.182
O 2.850 -0.749 0.712
O 3.044 1.987 0.289
H 3.881 0.551 -0.824
H 5.058 1.430 -0.065
H 3.919 0.538 2.098
H 4.907 -0.611 1.099
H 2.570 -1.477 1.269
H 3.381 2.897 0.216
C -3.288 3.608 4.302
C -2.012 3.939 3.439
O -2.004 3.047 2.314
O -3.211 2.181 4.567
H -4.185 3.805 3.697
H -3.432 4.222 5.175
H -1.125 3.884 4.035
H -2.017 4.971 3.085
H -2.362 2.237 2.631
H -3.450 2.003 5.483
```

Summary:
- HOMO-LUMO gap (spin up / spin down) (eV) = 8.99 / 7.03
- net charge = +1
- spin multiplicity = 5